Entry 1:
C5H8N2 | ωB97M-V/def2-TZVPD

Element x y z (Å)
H  0.68205  -1.22395  1.58014
N  0.81937  -0.25753  1.27695
C  0.70301  -0.16514  -0.00285
C  0.51684  -1.32289  -0.93113
C  1.52886  1.02054  -0.59251
C  2.09023  1.99985  -1.01673
H  1.39369  -1.97217  -0.88689
H  -0.35436  -1.90249  -0.61219
H  0.38459  -0.97476  -1.95793
H  2.65627  2.83816  -1.35179
C  -2.41152  0.15711  1.00099
N  -1.61607  0.82030  0.24683
H  -2.03424  -0.42780  1.84989
H  -3.45319  0.00201  0.69221
H  -0.90553  1.40874  0.70501

As for the SMILES: [H]/N=C(\C)C#C.C=N. The value obtained for the energy is -8290.1684 eV. The charge is 0.

Entry 2:
C2H8NO2 | ωB97M-V/def2-TZVPD

Element x y z (Å)
C  0.61736  0.12239  2.23557
O  -0.37297  -0.10176  1.28228
H  0.68270  -0.68624  2.98154
H  1.58230  0.24370  1.74909
H  0.42327  1.04452  2.79644
N  -1.36888  -0.24097  -1.65133
C  0.04781  0.06513  -1.86759
O  0.88526  -0.30204  -0.84560
H  -1.37932  -1.06358  -1.06261
H  -1.77684  0.48641  -1.08946
H  0.33624  -0.48025  -2.77802
H  0.14296  1.15731  -2.04878
H  0.18012  -0.24461  0.29849

The value obtained for the energy is -7788.7502 eV. The charge is -1.

Entry 3:
C2H9OS | ωB97M-V/def2-TZVPD

Element x y z (Å)
O  -1.56699  1.20591  -1.40800
H  -1.54208  0.94010  -2.33943
H  -2.56501  -3.07558  0.23900
H  -2.49814  1.26245  -1.21515
C  1.75885  0.14159  1.56107
C  0.98340  0.50466  0.34268
S  1.68770  0.60810  -1.14194
H  1.13518  0.27317  2.43990
H  1.94056  -0.93256  1.39825
H  2.66444  0.73782  1.63254
H  -2.50926  -3.54163  -0.32124
H  -0.09852  0.54279  0.40935
H  0.60985  1.33317  -1.59704

The value obtained for the energy is -15093.4842 eV. The charge is +1.

no.,LUMO (eV),frontier orbital gap (eV)
1,0.20,9.3
2,4.52,8.0
3,-6.39,9.8